Formula: C12H19BLiNO12SV
Source: the OMol25 dataset
Level of theory: ωB97M-V/def2-TZVPD

- HOMO-LUMO gap: 1.8 eV
- Energy: -2800.0845 hartree

Structure (ORCA input):
```
! RIJCOSX wB97M-V def2-TZVPD def2/J DEFGRID3
* xyz 1 1
C 5.59090 1.14562 -0.76326
C 4.33743 1.03810 0.21852
S 2.72362 1.70466 -0.47828
C 1.51989 2.02620 0.96813
C 0.27754 2.71439 0.25481
C -1.06001 2.26130 -0.03646
B -1.76887 0.89689 0.46526
O -1.46022 0.43979 1.84417
C -2.93531 0.07690 -0.26715
C -4.12335 1.07218 -0.79501
C -1.62584 3.39534 -1.06737
O -1.97087 3.19264 -2.26178
O -1.24525 4.58937 -0.43479
C 0.16051 4.27974 -0.16733
O 0.92831 5.22298 0.06914
H 5.33889 1.34984 -1.86203
H 6.30675 1.95988 -0.36223
H 6.24260 0.18830 -0.76500
H 4.51247 1.67630 1.15944
H 4.12421 -0.05200 0.48696
H 1.33219 0.98172 1.37778
H 2.06742 2.75343 1.63941
H -2.32301 0.43943 2.30575
H -2.51923 -0.56269 -1.10820
H -3.47153 -0.59783 0.50837
H -3.86002 1.53354 -1.80616
H -5.06326 0.41895 -0.95368
H -4.41045 1.86095 -0.01570
Li -3.50742 1.73629 2.95733
N -7.09725 0.09862 1.96896
O -7.55560 -0.83508 1.30751
O -7.84560 0.79660 2.65622
O -5.87485 0.33714 1.94073
C 4.20887 -5.41647 -0.76227
O 2.94930 -5.31856 -0.09744
C 2.68097 -4.10114 0.39771
O 3.39712 -3.12898 0.32244
O 1.47411 -4.15014 0.99184
C 1.06346 -2.91495 1.56476
H 4.31791 -6.44068 -1.11994
H 4.24393 -4.74438 -1.62253
H 5.02704 -5.20291 -0.07118
H 0.97509 -2.13829 0.80066
H 1.75710 -2.60573 2.35010
H 0.08146 -3.06623 2.01460
O -1.59786 0.96703 -5.82971
V -2.64132 0.37629 -4.57966
O -3.68195 -0.25434 -3.34344
*
```